Entry 1:
Here is CHHgO2 as an isolated structure from OMol25. Energies are from ωB97M-V/def2-TZVPD.

Element x y z (Å)
O -1.65032 0.08534 -0.08884
C -0.63561 0.73555 0.05782
O 0.37333 -0.11974 0.10720
Hg 2.37670 0.30690 -0.02082
H -0.46410 -1.00804 -0.05537

The frontier orbital gap (spin up / spin down) comes out at 6.51 / 7.97 eV. Its HOMO energy (spin up / spin down) is -22.02 / -23.51 eV. The calculation puts the relative energy (zero: lowest compared OMol25 entry of this formula, charge and spin) at 0.0 kJ/mol. The net charge is +2. Its multiplicity is 2. As for the total energy: -341.569837 Ha. The calculation puts the LUMO energy (spin up / spin down) at -15.513 / -15.546 eV. The calculation puts the molar mass at 245.61 g mol⁻¹.

Entry 2:
Here is CHI2NO as an isolated structure from OMol25. Energies are from ωB97M-V/def2-TZVPD.

Element x y z (Å)
C -0.04753 0.05778 -0.28217
N 0.25442 -0.10192 1.15517
O 1.40723 0.07898 1.44388
I -1.17218 1.77575 -0.68504
I -1.17751 -1.76217 -0.68542
H 0.73556 -0.04842 -0.94642

The frontier orbital gap comes out at 8.73 eV. Its HOMO energy is -9.77 eV. The calculation puts the relative energy (zero: lowest compared OMol25 entry of this formula, charge and spin) at 159.1 kJ/mol. As for the total energy: -763.982383 Ha. The calculation puts the LUMO energy at -1.037 eV. The calculation puts the molar mass at 296.83 g mol⁻¹.

Entry 3:
Here is CHI2O3P as an isolated structure from OMol25. Energies are from ωB97M-V/def2-TZVPD.

Element x y z (Å)
C 0.31586 -0.08821 0.75612
O 0.82490 -0.71841 -1.81299
O -0.32751 1.46999 -1.26677
O -1.63106 -0.81810 -1.11443
P -0.29352 -0.02830 -1.17102
I -0.97826 1.36505 1.78104
I 0.11597 -1.94497 1.76006
H 1.97362 0.76296 1.06799

The frontier orbital gap comes out at 5.18 eV. Its HOMO energy is -0.30 eV. The calculation puts the relative energy (zero: lowest compared OMol25 entry of this formula, charge and spin) at 274.4 kJ/mol. The net charge is -2. As for the total energy: -1201.132129 Ha. The calculation puts the LUMO energy at 4.880 eV. The calculation puts the molar mass at 345.80 g mol⁻¹.

Entry 4:
Here is CHI2O3S as an isolated structure from OMol25. Energies are from ωB97M-V/def2-TZVPD.

Element x y z (Å)
C -0.25499 0.12411 0.87935
O 1.07257 -1.40451 -0.64114
O 1.45135 0.96907 -1.04513
O -0.62606 0.01815 -1.92295
S 0.50358 -0.08589 -0.91691
I -1.25903 1.88471 1.23235
I -1.60471 -1.49368 1.01333
H 0.71729 -0.01197 1.40110

The frontier orbital gap comes out at 8.19 eV. Its HOMO energy is -5.47 eV. The calculation puts the relative energy (zero: lowest compared OMol25 entry of this formula, charge and spin) at 72.0 kJ/mol. The net charge is -1. As for the total energy: -1258.063297 Ha. The calculation puts the LUMO energy at 2.716 eV. The calculation puts the molar mass at 346.89 g mol⁻¹.